Record 1
The following is a quantum chemistry calculation of CH22MnO14 as an isolated structure in a non-equilibrium geometry, from the Open Molecules 2025 dataset.

The geometry in XYZ format:
```
38
Properties=species:S:1:pos:R:3
Mn 2.41958 -0.46394 -0.80538
C 0.04131 0.06996 0.01004
O 0.78584 0.85905 -0.74136
O 0.63762 -1.09073 0.20444
O -1.13119 0.32411 0.32247
O 0.74125 -2.22184 2.70439
H 1.57239 -2.69881 2.77263
H 0.70092 -1.83261 1.81125
O 3.13297 -2.41120 -0.15026
H 2.98272 -2.84044 0.70070
H 3.41233 -3.10954 -0.75308
O -1.90001 2.50457 1.97559
H -1.64311 1.69042 1.51195
H -1.93403 2.23171 2.89773
O -1.03409 0.15811 -3.17807
H -0.83696 0.13884 -2.23476
H -0.28416 0.60771 -3.58017
O -1.87942 -1.13281 2.62659
H -1.10050 -1.63137 2.89768
H -1.60494 -0.74040 1.78554
O 1.79408 3.02046 -2.16761
H 1.20473 2.31035 -1.88175
H 1.64467 3.71291 -1.51314
O 1.27906 2.84017 2.06588
H 0.93639 2.07144 1.59643
H 2.21673 2.87040 1.85346
O -0.99255 3.64046 -0.58073
H -0.83759 2.80096 -1.02522
H -1.28487 3.38227 0.30823
O 1.74697 -1.61942 -2.52822
H 0.90262 -2.10049 -2.53166
H 2.32426 -2.09571 -3.13710
O -3.96321 0.51799 -0.49967
H -3.05624 0.46005 -0.17079
H -4.20788 -0.39314 -0.68568
O -1.18804 -3.35944 -0.24298
H -0.85313 -3.95441 0.43402
H -0.74450 -2.51563 -0.07139
```

Calculated values
HOMO (alpha / beta): -10.00 / -10.00 eV
spin multiplicity: 6
electronic energy: -2255.69726 hartree
Kohn-Sham gap (alpha / beta): 7.41 / 7.22 eV

***

Record 2
The following is a quantum chemistry calculation of a 11-piece molecular cluster, CH22O11 overall in a non-equilibrium geometry, from the Open Molecules 2025 dataset.

The geometry in XYZ format:
```
34
Properties=species:S:1:pos:R:3
C 3.19804 0.65631 0.99408
O 3.47290 0.96071 -0.12903
H 3.42062 -0.40660 1.29575
H 3.01682 1.34994 1.85838
O -3.15590 0.87792 -0.83984
H -3.26012 1.13216 -1.74813
H -2.90547 -0.04254 -0.82086
O -0.59732 -0.54511 3.15410
H -0.38189 0.32846 2.70313
H -0.90379 0.10839 3.80538
O 0.13374 -2.29441 -2.32263
H 0.69111 -3.01150 -2.65661
H -0.38547 -2.03961 -3.12179
O -0.81153 -3.05264 1.47266
H -1.70852 -3.39008 1.34905
H -0.60670 -2.90280 2.39774
O 0.25980 2.46386 -2.00962
H -0.41492 2.97004 -1.55054
H 0.83455 2.32699 -1.26301
O -1.71779 -1.11252 0.00127
H -1.16979 -1.53540 0.70605
H -1.33453 -1.33992 -0.81819
O 1.49824 2.85692 0.85189
H 0.78809 2.27875 1.09498
H 2.22456 2.65590 0.22113
O -1.00764 1.78327 1.62093
H -1.48877 1.39636 0.86892
H -1.51268 2.50742 1.99889
O -0.08067 0.21409 -3.43824
H -0.92110 0.19186 -3.83390
H 0.06596 0.94972 -2.84842
O 1.71198 -1.82763 0.56835
H 1.54932 -1.77765 -0.35346
H 1.49886 -2.73066 0.79159
```

Calculated values
structure (SMILES): C=O.O.O.O.O.O.O.O.O.O.O
HOMO: -9.78 eV
electronic energy: -878.86711 hartree
Kohn-Sham gap: 10.04 eV

***

Record 3
The following is a quantum chemistry calculation of CH24F3O19PSZr as an isolated structure in a non-equilibrium geometry, from the Open Molecules 2025 dataset.

The geometry in XYZ format:
```
50
Properties=species:S:1:pos:R:3
Zr -1.32365 1.33236 -3.58042
C 0.24539 1.07016 0.70880
F 1.39674 1.66659 0.27530
F 0.32972 0.55675 1.94947
F -0.68944 2.01222 0.76765
S -0.42134 -0.38424 -0.48165
O 0.69956 -1.33879 -0.42272
O -1.65583 -0.79247 0.17900
O -0.67383 0.17844 -1.85319
P -2.24234 3.24402 -1.91796
O -2.87671 4.57112 -2.35793
O -2.39778 3.18361 -3.48169
O -2.69319 1.83102 -2.15170
O -0.80042 2.86035 -2.31391
O 3.93763 3.10155 0.82298
H 3.11619 3.32125 1.26253
H 4.38860 3.94004 0.72404
O -1.89607 1.03851 3.66071
H -2.37051 1.84957 3.84329
H -1.26553 1.27709 2.98120
O 2.91166 -2.72537 0.11381
H 2.97410 -3.67242 -0.01044
H 1.99368 -2.52008 -0.06342
O 2.43043 0.20171 4.24113
H 1.91183 0.91124 3.86185
H 3.30607 0.57393 4.34582
O -1.68804 -3.45878 0.81947
H -1.87488 -2.52050 0.78841
H -1.89928 -3.71597 1.71693
O -4.33588 -0.67845 -0.37446
H -4.68026 -1.53497 -0.12143
H -3.39644 -0.73656 -0.20038
O 1.02433 2.53967 3.51205
H 0.32603 2.83264 4.09751
H 1.05558 3.20462 2.82422
O 1.06921 1.35027 -3.28811
H 1.69167 0.63065 -3.18346
H 1.57730 2.13747 -3.09218
O -2.70987 -0.48973 -3.39080
H -2.61442 -1.43743 -3.48572
H -3.63969 -0.32527 -3.54775
O 0.99478 -3.58576 2.33207
H 0.90682 -3.17273 1.47306
H 1.34807 -4.45550 2.14513
O 0.41320 -3.78809 -1.38038
H -0.15886 -4.23094 -0.75358
H 0.17313 -2.86393 -1.31304
O 2.53849 -0.71135 -2.44380
H 3.13521 -1.40414 -2.72697
H 2.40883 -0.87337 -1.50936
```

Calculated values
HOMO (alpha / beta): -12.18 / -12.18 eV
spin multiplicity: 2
charge: +1
electronic energy: -2567.84696 hartree
Kohn-Sham gap (alpha / beta): 5.84 / 5.37 eV

***

Record 4
The following is a quantum chemistry calculation of a 12-piece molecular cluster, CH25NO13 overall in a non-equilibrium geometry, from the Open Molecules 2025 dataset.

The geometry in XYZ format:
```
40
Properties=species:S:1:pos:R:3
N 2.73122 2.35710 1.96856
H 2.25092 1.95247 2.69811
H 2.42308 3.31972 1.71133
H 2.49788 1.81475 1.09163
H 3.62534 2.38261 2.01267
C -0.07562 -0.26843 -0.34714
O -0.32975 -0.11724 -1.51079
O -1.07919 -0.45406 0.55480
O 1.04937 -0.39284 0.03367
H -1.97368 -0.28738 0.04863
O -4.42083 1.31098 1.57265
H -4.96141 1.95986 1.03319
H -3.89620 0.61094 0.98710
O 0.23278 -2.81471 1.37963
H 1.12513 -2.95422 1.42193
H -0.02542 -2.00974 1.07127
O 1.62969 0.57286 -3.67393
H 2.32477 -0.04828 -3.71227
H 0.99726 0.19847 -2.98555
O 3.57860 -0.73547 -1.23142
H 2.72362 -0.84911 -0.82937
H 3.51080 0.26685 -1.22776
O -3.62268 -0.00359 -0.48297
H -3.41849 0.67759 -1.06493
H -4.20827 -0.57051 -0.89909
O 0.79823 2.61893 -0.69415
H 0.41600 1.72517 -0.62159
H 0.00756 3.02412 -1.16549
O -1.46516 -2.11353 -3.06500
H -1.15017 -1.39640 -2.56446
H -0.69796 -2.70259 -2.99917
O -3.17975 -2.89482 -0.91863
H -2.74066 -2.84912 -1.73528
H -2.88835 -2.33471 -0.19349
O 3.57185 -0.55878 2.31728
H 3.22939 -1.21645 1.65777
H 3.14278 -0.63506 3.19058
O -0.24317 1.33817 2.40641
H -1.05994 1.40085 2.90908
H -0.42954 0.67560 1.85618
```

Calculated values
HOMO: -9.70 eV
electronic energy: -1085.90736 hartree
Kohn-Sham gap: 8.94 eV

***

Record 5
The following is a quantum chemistry calculation of a 12-piece molecular cluster, CH26N2O11 overall in a non-equilibrium geometry, from the Open Molecules 2025 dataset.

The geometry in XYZ format:
```
40
Properties=species:S:1:pos:R:3
H 2.47977 1.00954 -3.09790
N 2.16578 0.08383 -2.83074
C 3.05958 -0.60450 -2.23324
N 2.65551 -1.75836 -1.58838
H 4.02768 -0.24900 -1.88733
H 1.83185 -2.22114 -1.96027
H 3.38736 -2.41003 -1.35838
O 0.76885 4.18570 -0.15838
H 1.62338 3.86183 0.13308
H 0.22957 3.38670 -0.23857
O -2.45544 -2.09857 2.37474
H -1.63332 -1.63230 2.54209
H -2.86771 -1.95517 1.52518
O -2.89924 0.86796 0.81744
H -3.85194 0.74369 0.75433
H -2.55476 -0.02473 0.83127
O -0.58611 1.86686 0.66174
H -1.48808 2.19812 0.71099
H -0.67017 1.14837 -0.00957
O 3.04880 -0.04638 1.28325
H 3.28738 0.75974 0.81567
H 3.85410 -0.25644 1.75866
O -0.28090 -2.83036 -1.43630
H -0.62128 -3.43428 -0.78958
H -0.74561 -1.98886 -1.30228
O 0.21330 -0.73988 3.53346
H 0.43204 -0.02084 4.13082
H -0.12152 -1.49646 4.00169
O -0.08642 -0.22703 -0.78859
H 0.15330 -0.79232 -0.03646
H 0.72392 -0.34340 -1.31542
O 1.63266 1.92682 2.18291
H 1.31448 1.02157 2.15400
H 0.82046 2.39874 2.39318
O -3.40945 -1.30810 -0.78258
H -3.97750 -0.95025 -1.46925
H -2.64152 -0.73236 -0.80278
O -2.39822 0.44274 -2.44769
H -1.59887 0.02718 -2.78768
H -2.29495 1.37672 -2.65165
```

Calculated values
structure (SMILES): [H]/N=C/N.O.O.O.O.O.O.O.O.O.O.O
HOMO: -9.85 eV
electronic energy: -990.81985 hartree
Kohn-Sham gap: 10.09 eV

***

Record 6
The following is a quantum chemistry calculation of CH27CdO16 as an isolated structure in a non-equilibrium geometry, from the Open Molecules 2025 dataset.

The geometry in XYZ format:
```
45
Properties=species:S:1:pos:R:3
Cd -16.77900 -9.16200 9.20000
C -18.09500 -8.47100 7.00300
O -18.31800 -7.79500 7.99800
O -18.67900 -8.16500 5.88600
O -17.47400 -9.53500 7.08000
H -19.23000 -7.38400 5.95400
O -20.41100 -9.95200 3.55700
H -20.76400 -9.03400 3.60500
H -19.97500 -10.17400 4.37100
O -18.49300 -11.03000 5.17900
H -18.90300 -11.69400 5.73800
H -18.14800 -10.40000 5.80900
O -15.04700 -10.57700 8.25500
H -15.31700 -11.49200 8.15200
H -14.83800 -10.48400 7.33300
O -21.49300 -6.49800 7.60000
H -22.01800 -6.37600 6.83400
H -20.97900 -5.69800 7.71900
O -18.80300 -9.10600 10.45100
H -19.64000 -8.87300 10.09500
H -19.10200 -9.44900 11.27500
O -20.88700 -7.36300 2.92400
H -20.58500 -6.89600 3.71200
H -21.77100 -7.02900 2.90800
O -21.18300 -9.82800 6.79400
H -21.98200 -9.37300 6.51000
H -20.57000 -9.12900 6.78900
O -15.12200 -7.75400 8.12900
H -15.34800 -7.51700 7.22000
H -14.18400 -7.97900 8.06700
O -17.52100 -8.62800 3.30200
H -17.29600 -9.55700 3.17000
H -17.56500 -8.71700 4.26000
O -19.25200 -5.75200 9.95800
H -19.05200 -6.55200 9.52600
H -18.52800 -5.34500 10.41400
O -17.44900 -5.19100 7.63100
H -17.59500 -6.09600 7.83100
H -18.21500 -4.84300 7.22500
O -19.71300 -5.85500 4.99900
H -20.23200 -5.00700 4.88300
H -18.84000 -5.65900 4.66800
O -17.65100 -11.42100 9.13200
H -18.30100 -11.90900 9.57800
H -17.49300 -11.81400 8.31200
```

Calculated values
HOMO: -11.38 eV
charge: +1
electronic energy: -1425.64526 hartree
Kohn-Sham gap: 6.18 eV

***

Record 7
The following is a quantum chemistry calculation of a 2-piece molecular cluster, CH2BN overall in a non-equilibrium geometry, from the Open Molecules 2025 dataset.

The geometry in XYZ format:
```
5
Properties=species:S:1:pos:R:3
B -0.01185 -0.37142 -0.43221
C 0.86386 0.77727 -0.61290
N 1.48142 1.69420 -0.31324
H -0.44198 -1.47237 -0.49307
H -1.89145 -0.62769 1.85141
```

Calculated values
HOMO (alpha / beta): -8.08 / -8.08 eV
electronic energy: -118.65412 hartree
Kohn-Sham gap (alpha / beta): 5.71 / 5.71 eV

***

Record 8
The following is a quantum chemistry calculation of one molecule with the formula CH2BN3O6 in a non-equilibrium geometry, from the Open Molecules 2025 dataset.

The geometry in XYZ format:
```
13
Properties=species:S:1:pos:R:3
B 0.00564 0.17931 -0.09514
C -0.64839 -1.31532 0.40395
N -0.69174 -1.53329 1.94640
N -0.48799 -2.53978 -0.37891
N -2.07732 -0.50895 0.08410
O 0.12875 -2.33279 2.27650
O -1.44326 -1.00891 2.68205
O 0.60021 -3.10448 -0.16559
O -1.35524 -2.88452 -1.12541
O -1.58807 0.55296 -0.28127
O -3.15271 -0.86753 0.37679
H 0.43236 0.32906 -1.18621
H 0.32004 0.92332 0.77356
```

Calculated values
HOMO: -11.87 eV
electronic energy: -679.50020 hartree
Kohn-Sham gap: 10.20 eV